The following is a quantum chemistry calculation of a 8-piece molecular cluster, C23H57Cl2O22P4 overall at a distorted geometry, from the Open Molecules 2025 dataset.

The geometry in XYZ format:
```
108
Properties=species:S:1:pos:R:3:forces:R:3:mulliken_charge:R:1
C -0.84496 0.05728 -0.35341 -1.3 -0.7 -0.7 0.582
C -0.52649 -0.66945 0.95280 0.1 -1.2 1.3 0.192
O -1.40293 -0.63483 1.84752 -0.1 0.9 -0.7 -0.804
O 0.53859 -1.33501 1.03528 -0.1 0.7 -1.0 -0.548
H -0.74628 1.14073 -0.33183 0.0 0.0 0.1 0.124
H -1.90156 -0.20629 -0.51525 -0.1 0.5 0.1 0.349
H -0.40248 -0.35659 -1.26068 0.7 0.3 0.5 -0.790
C -3.53148 1.86192 1.04077 0.7 0.3 0.0 1.030
Cl -4.51244 2.88403 -0.03147 -0.4 -0.1 0.2 -0.164
Cl -2.78122 2.78707 2.35444 -0.2 0.2 0.0 -0.194
H -4.09601 1.05887 1.49152 -0.2 0.0 -0.2 0.376
H -2.71281 1.50462 0.43550 -0.1 -0.3 0.1 -0.996
C -3.69937 6.28000 -5.88194 0.0 -0.1 0.3 -0.701
O -2.84794 5.28753 -5.30216 0.4 0.1 0.0 -0.383
P -3.13490 4.79923 -3.82897 -0.3 -0.1 -0.5 0.935
O -4.46979 4.23336 -3.61734 0.0 0.0 0.3 -0.661
O -2.82425 6.11891 -3.00648 0.0 0.3 0.1 -0.323
C -2.95748 6.14871 -1.58192 -0.3 -0.3 0.2 -0.522
O -1.92088 3.82816 -3.61817 0.5 0.1 0.2 -0.150
C -1.99181 2.88796 -2.53462 -0.4 -0.3 0.6 0.039
H -3.09006 7.12884 -6.18559 0.1 -0.1 -0.2 0.253
H -4.42605 6.64092 -5.15319 -0.1 -0.1 -0.1 0.332
H -4.20293 5.81659 -6.72551 -0.1 0.2 -0.1 0.254
H -1.97520 6.05012 -1.12253 0.0 0.2 0.0 0.247
H -3.58820 5.33509 -1.21950 0.0 0.0 -0.1 0.170
H -3.44343 7.07856 -1.29780 0.2 0.1 -0.1 0.275
H -1.00826 2.52647 -2.25113 0.2 0.0 -0.6 -0.141
H -2.64755 2.07592 -2.83743 0.2 -0.2 0.1 0.275
H -2.39748 3.32410 -1.61818 -0.1 0.2 -0.3 0.067
C 3.47319 0.26742 5.71911 -0.3 0.2 -0.1 0.011
O 2.17486 0.50117 6.27563 0.1 0.3 0.2 -0.431
P 0.89299 0.45882 5.33255 0.6 -0.2 -0.5 1.052
O 0.51111 -0.87558 4.91185 -0.4 -0.1 0.1 -0.570
O -0.14189 1.31781 6.16832 0.0 0.2 0.2 -0.298
C -0.09347 1.42585 7.58446 -0.7 0.0 0.2 -0.678
O 1.34836 1.44415 4.18429 0.0 0.1 0.1 -0.346
C 0.54837 1.83736 3.06321 0.1 0.6 -0.1 -0.084
H 4.00720 1.21843 5.69046 0.1 0.0 0.1 0.221
H 3.38912 -0.10729 4.70135 0.1 -0.3 0.1 -0.297
H 3.97935 -0.44154 6.36803 0.1 -0.1 -0.1 0.257
H 0.91729 1.38142 7.97654 0.1 -0.1 -0.1 0.306
H -0.71458 0.64039 8.02296 0.2 -0.1 0.0 0.273
H -0.54592 2.38136 7.85273 0.1 0.0 -0.1 0.218
H 0.88031 1.31659 2.16770 -0.1 -0.2 0.1 -0.207
H 0.72713 2.90780 2.93988 0.1 0.0 -0.1 0.367
H -0.51591 1.70698 3.21498 0.0 -0.5 0.1 0.181
C -1.85516 -6.93602 -0.09408 0.9 -0.5 0.5 -0.612
O -3.12672 -6.32946 -0.14503 -0.5 -0.2 -0.4 -0.339
P -3.34179 -4.82233 0.30807 0.5 -0.9 -0.1 0.843
O -2.21382 -4.25247 1.01142 0.3 0.4 0.3 -0.397
O -3.74614 -4.18559 -1.07917 -0.5 0.3 -0.4 -0.301
C -3.77881 -2.74989 -1.20511 0.7 0.1 1.3 -0.554
O -4.65952 -4.92054 1.16079 -0.4 0.1 0.4 -0.385
C -5.91662 -5.29048 0.60370 -0.1 0.5 -0.4 -0.653
H -1.08808 -6.45788 -0.70557 -0.3 0.3 -0.1 0.233
H -1.94951 -7.97209 -0.41948 -0.2 0.1 -0.1 0.256
H -1.47010 -6.95770 0.92878 -0.1 0.1 0.0 0.308
H -2.81816 -2.43730 -1.61213 -0.3 0.1 -0.6 0.005
H -3.77629 -2.27560 -0.21512 -0.2 -0.1 0.0 0.400
H -4.67143 -2.44287 -1.73635 0.2 -0.1 -0.4 0.392
H -5.78696 -5.82622 -0.33592 -0.1 -0.2 0.1 0.301
H -6.48674 -4.38084 0.39526 0.0 0.0 0.0 0.253
H -6.48740 -5.87311 1.32045 0.2 -0.2 0.1 0.261
C 5.00819 -4.18244 4.83146 -0.1 0.1 0.4 -0.722
O 4.73975 -4.04440 3.44066 0.4 -0.5 0.2 -0.397
P 3.40120 -3.33478 3.02362 -0.4 0.6 -1.1 1.169
O 2.27583 -3.49549 3.92394 -0.4 -0.3 0.7 -0.646
O 3.90254 -1.85491 2.80981 0.7 0.6 0.2 -0.491
C 3.09706 -0.94248 2.03587 0.0 0.1 0.2 -0.496
O 3.18332 -3.88952 1.55863 0.0 -0.1 0.1 -0.440
C 1.82164 -3.98369 1.07891 -0.2 0.1 -0.7 -0.471
H 5.29145 -5.21217 5.04263 0.3 0.0 -0.2 0.227
H 4.13101 -3.97762 5.44946 -0.1 0.1 -0.2 0.338
H 5.79216 -3.47098 5.09430 0.1 -0.2 0.1 0.255
H 3.38261 -1.05160 0.98813 -0.5 -0.3 -0.1 0.316
H 3.35031 0.08966 2.28484 0.2 -0.1 0.5 0.354
H 2.03728 -1.10958 2.24958 0.2 0.0 -0.4 0.358
H 1.60345 -3.18200 0.36961 0.3 0.1 0.3 0.032
H 1.10526 -3.87668 1.88960 0.0 -0.3 0.0 0.439
H 1.74953 -4.92214 0.53011 -0.1 -0.2 0.3 0.237
O -0.53990 0.64709 -4.32659 0.0 -0.2 -0.1 -0.528
C 0.20882 0.04721 -5.05803 -0.1 0.3 0.1 0.829
O 0.84895 -1.08000 -4.72309 0.2 -0.2 -0.3 -0.403
C 0.49129 -1.69057 -3.47630 0.1 -0.3 0.3 0.873
C -0.48748 -2.82234 -3.69737 -1.3 0.6 0.5 -1.308
C 0.57930 0.49318 -6.44724 -0.1 -0.5 0.1 -1.233
H 0.09257 -0.91898 -2.82414 0.0 -0.2 -0.1 -0.679
H 1.39265 -2.09929 -3.02143 0.2 0.3 -0.2 0.354
H -0.55237 -3.43355 -2.79450 0.5 -0.3 -0.2 0.331
H -0.30120 -3.37494 -4.61329 0.3 -0.3 0.2 0.381
H -1.51548 -2.43760 -3.75577 0.2 0.2 -0.4 0.265
H 1.65871 0.63698 -6.46798 0.0 0.4 -0.1 0.321
H -0.01619 1.36131 -6.70343 0.3 0.2 0.0 0.325
H 0.36654 -0.30285 -7.16279 0.0 -0.1 0.1 0.347
O 2.82461 3.65710 -0.02638 0.1 0.1 0.0 -0.598
C 2.97234 2.79039 -0.84939 -0.5 0.2 -0.2 0.234
O 4.06849 2.68404 -1.62120 0.0 -0.1 -0.2 -0.237
C 4.99954 3.76929 -1.55708 0.4 -0.2 -0.1 -0.254
C 6.28651 3.28325 -2.20919 -0.1 -0.1 0.1 -1.143
C 1.94582 1.73483 -1.17330 0.5 0.3 0.8 0.133
H 5.17587 4.00841 -0.50998 -0.1 0.3 0.0 0.308
H 4.56560 4.62599 -2.07425 0.0 0.1 0.1 0.296
H 6.93117 4.10449 -2.52138 0.0 0.1 0.2 0.366
H 6.09078 2.68947 -3.10174 -0.2 0.0 0.0 0.302
H 6.80589 2.65811 -1.48299 0.2 0.0 -0.2 0.292
H 1.17801 1.83395 -0.41632 -0.1 -0.2 0.0 -0.233
H 2.43156 0.76542 -1.06664 -0.3 -0.2 -0.3 0.180
H 1.50639 1.88686 -2.15669 0.2 -0.1 -0.1 0.307
```
Positions in Å, forces in eV/Å.

Spin multiplicity: 1
Orbital gap, eV: 7.162
HOMO, eV: -4.9
LUMO level, eV: 2.3
Charge: -1